{"formula": "C55H39BiNO6P2S4Sb", "method": "the ωB97M-V functional and the def2-TZVPD basis", "species": ["Bi", "O", "S", "C", "C", "C", "C", "C", "C", "C", "C", "C", "C", "P", "C", "C", "C", "C", "C", "C", "C", "C", "C", "C", "C", "C", "C", "C", "C", "C", "C", "C", "C", "C", "C", "C", "C", "C", "P", "C", "C", "C", "C", "C", "C", "C", "C", "C", "C", "C", "C", "C", "C", "H", "H", "H", "H", "H", "H", "H", "H", "H", "H", "H", "H", "H", "H", "H", "H", "H", "H", "H", "H", "H", "H", "H", "H", "H", "H", "H", "H", "H", "H", "H", "H", "H", "H", "H", "H", "O", "C", "C", "C", "N", "C", "C", "C", "O", "O", "C", "O", "O", "H", "H", "H", "S", "Sb", "S", "S"], "positions_angstrom": [[0.462, -0.656, 0.442], [-1.193, 2.152, -1.529], [-2.211, 1.413, -0.708], [-3.361, 2.714, -0.244], [-4.499, 2.938, -0.968], [-5.455, 3.923, -0.626], [-5.217, 4.692, 0.467], [-6.035, 5.791, 1.103], [-5.158, 6.310, 2.276], [-3.915, 5.450, 2.237], [-2.798, 5.459, 3.012], [-1.792, 4.509, 2.735], [-1.873, 3.564, 1.740], [-0.502, 2.330, 1.620], [0.958, 3.295, 1.132], [2.216, 2.704, 1.282], [3.343, 3.318, 0.759], [3.225, 4.517, 0.068], [1.977, 5.099, -0.101], [0.846, 4.489, 0.424], [-0.245, 1.919, 3.385], [0.782, 2.413, 4.184], [0.950, 1.943, 5.479], [0.076, 0.998, 5.996], [-0.969, 0.522, 5.219], [-1.117, 0.967, 3.914], [-3.039, 3.542, 0.898], [-4.015, 4.515, 1.188], [-3.200, 0.391, -1.806], [-4.387, -0.069, -1.289], [-5.329, -0.793, -2.053], [-5.048, -1.003, -3.370], [-5.842, -1.692, -4.459], [-4.926, -1.637, -5.715], [-3.661, -0.957, -5.238], [-2.478, -0.710, -5.867], [-1.407, -0.213, -5.088], [-1.503, 0.110, -3.753], [0.072, 0.181, -2.772], [1.024, 1.536, -3.529], [2.348, 1.709, -3.115], [3.098, 2.771, -3.600], [2.532, 3.684, -4.480], [1.207, 3.537, -4.865], [0.455, 2.472, -4.389], [0.836, -1.354, -3.474], [0.125, -2.539, -3.250], [0.633, -3.765, -3.643], [1.883, -3.834, -4.250], [2.602, -2.671, -4.469], [2.080, -1.437, -4.088], [-2.786, 0.019, -3.125], [-3.800, -0.597, -3.883], [-4.682, 2.337, -1.848], [-6.345, 4.040, -1.232], [-6.989, 5.401, 1.460], [-6.261, 6.581, 0.386], [-5.668, 6.209, 3.235], [-4.911, 7.366, 2.156], [-2.667, 6.166, 3.822], [-0.902, 4.515, 3.354], [2.325, 1.756, 1.803], [4.309, 2.846, 0.883], [4.105, 4.990, -0.351], [1.880, 6.026, -0.653], [-0.129, 4.935, 0.271], [1.476, 3.144, 3.787], [1.783, 2.295, 6.074], [0.228, 0.613, 6.996], [-1.639, -0.233, 5.609], [-1.900, 0.549, 3.289], [-4.631, 0.174, -0.261], [-6.249, -1.134, -1.597], [-6.797, -1.192, -4.627], [-6.064, -2.721, -4.174], [-5.391, -1.083, -6.531], [-4.704, -2.636, -6.091], [-2.318, -0.961, -6.908], [-0.431, -0.149, -5.555], [2.786, 1.029, -2.392], [4.122, 2.889, -3.272], [3.116, 4.518, -4.849], [0.753, 4.258, -5.535], [-0.584, 2.379, -4.676], [-0.843, -2.501, -2.755], [0.062, -4.666, -3.456], [2.295, -4.793, -4.541], [3.580, -2.713, -4.930], [2.659, -0.542, -4.272], [3.099, -6.285, -0.613], [2.533, -5.062, -0.490], [3.237, -3.894, -0.764], [2.587, -2.696, -0.597], [1.322, -2.654, -0.195], [0.632, -3.762, 0.065], [1.203, -5.002, -0.087], [-0.812, -3.553, 0.521], [-1.529, -4.531, 0.622], [-1.120, -2.323, 0.737], [3.238, -1.346, -0.877], [4.321, -1.319, -1.427], [2.521, -0.337, -0.513], [4.033, -6.184, -0.832], [4.271, -3.887, -1.083], [0.623, -5.888, 0.125], [5.103, -0.806, 5.112], [3.179, -2.006, 5.209], [2.693, -2.673, 2.802], [1.469, -0.976, 2.777]], "forces_ev_per_a": [[0.2, -0.2, 0.6], [-0.2, -0.1, 0.1], [0.4, 0.1, -0.2], [-0.1, -0.1, 0.4], [-0.1, 0.2, -0.1], [0.0, -0.1, -0.2], [0.0, 0.1, 0.2], [0.1, 0.0, 0.0], [0.0, 0.0, -0.1], [-0.2, 0.0, -0.1], [0.2, 0.0, 0.1], [0.0, 0.1, 0.1], [-0.1, -0.2, -0.3], [0.0, 0.1, 0.3], [0.0, 0.0, -0.1], [0.0, 0.0, 0.0], [0.0, 0.0, 0.0], [0.0, 0.0, 0.0], [0.0, 0.0, 0.0], [0.0, 0.0, 0.0], [0.0, 0.0, 0.0], [0.0, 0.0, 0.0], [0.0, 0.0, 0.0], [0.0, 0.0, 0.0], [0.0, 0.0, 0.0], [0.0, 0.0, 0.0], [0.1, 0.0, -0.2], [0.0, 0.0, 0.0], [0.0, 0.0, 0.0], [0.0, 0.0, 0.0], [0.0, 0.0, 0.1], [0.0, 0.0, -0.1], [0.1, 0.0, 0.0], [0.0, 0.0, 0.1], [-0.1, 0.0, 0.0], [0.1, 0.0, 0.0], [0.0, 0.0, -0.1], [0.2, 0.0, 0.1], [-0.2, -0.3, -0.3], [0.0, 0.1, 0.1], [0.0, 0.0, 0.0], [0.0, 0.0, 0.0], [0.0, 0.0, 0.0], [0.0, 0.0, 0.0], [0.0, 0.0, 0.0], [0.0, 0.1, -0.1], [0.0, 0.0, 0.0], [0.0, 0.0, 0.0], [0.0, 0.0, 0.0], [0.0, 0.0, 0.0], [0.0, 0.0, 0.0], [-0.1, 0.1, 0.1], [-0.1, 0.0, 0.0], [0.0, 0.0, 0.0], [0.0, 0.0, 0.0], [0.0, 0.0, 0.0], [0.0, 0.0, 0.0], [0.0, 0.0, 0.0], [0.0, 0.0, 0.0], [0.0, 0.0, 0.0], [0.0, 0.0, 0.0], [0.0, 0.0, 0.0], [0.0, 0.0, 0.0], [0.0, 0.0, 0.0], [0.0, 0.0, 0.0], [0.0, 0.0, 0.0], [0.0, 0.0, 0.0], [0.0, 0.0, 0.0], [0.0, 0.0, 0.0], [0.0, 0.0, 0.0], [0.0, 0.0, 0.0], [0.0, 0.0, 0.0], [0.0, 0.0, 0.0], [0.0, 0.0, 0.0], [0.0, 0.0, 0.0], [0.0, 0.0, 0.0], [0.0, 0.0, 0.0], [0.0, 0.0, 0.0], [0.0, 0.0, 0.0], [0.0, 0.0, 0.0], [0.0, 0.0, 0.0], [0.0, 0.0, 0.0], [0.0, 0.0, 0.0], [0.0, 0.0, 0.0], [0.0, 0.0, 0.0], [0.0, 0.0, 0.0], [0.0, 0.0, 0.0], [0.0, 0.0, 0.0], [0.0, 0.0, 0.0], [0.0, 0.0, 0.0], [0.0, 0.0, 0.0], [0.0, 0.0, 0.0], [0.0, 0.1, -0.1], [0.0, 0.0, 0.1], [-0.1, 0.0, 0.0], [0.0, 0.0, 0.0], [0.1, 0.0, 0.0], [-0.1, 0.0, 0.0], [0.1, 0.0, -0.2], [-0.1, 0.0, 0.1], [0.1, 0.0, 0.0], [0.0, -0.1, -0.1], [0.0, 0.0, 0.0], [0.0, 0.0, 0.0], [0.0, 0.0, 0.0], [0.0, 0.0, 0.0], [0.2, -0.2, 0.2], [0.0, 0.2, 0.0], [-0.3, 0.2, -0.5]], "spin_multiplicity": 2, "charge": -1, "e_homo_ev": [-2.66, -4.18], "e_tot_ha": -5356.00817}

***

{"formula": "C55H41Br2N3O14", "method": "the ωB97M-V functional and the def2-TZVPD basis", "species": ["C", "C", "Br", "C", "Br", "C", "C", "N", "C", "C", "C", "C", "C", "C", "N", "C", "C", "N", "H", "H", "H", "H", "H", "H", "H", "H", "H", "H", "H", "H", "H", "C", "C", "C", "O", "C", "C", "C", "O", "H", "H", "H", "H", "C", "C", "C", "O", "C", "C", "C", "O", "H", "H", "H", "H", "C", "C", "C", "O", "C", "C", "C", "O", "H", "H", "H", "H", "C", "C", "C", "O", "C", "C", "C", "O", "H", "H", "H", "H", "C", "C", "C", "O", "C", "C", "C", "O", "H", "H", "H", "H", "C", "C", "C", "O", "C", "C", "C", "O", "H", "H", "H", "H", "C", "C", "C", "O", "C", "C", "C", "O", "H", "H", "H", "H"], "positions_angstrom": [[-3.731, 2.300, -3.195], [-3.696, 3.336, -4.306], [-4.424, 2.618, -5.964], [-4.278, 4.656, -3.838], [-4.275, 6.014, -5.230], [-5.657, 4.615, -3.257], [-5.954, 5.497, -2.195], [-7.114, 5.546, -1.626], [-8.065, 4.690, -2.101], [-9.340, 4.667, -1.534], [-10.287, 3.808, -2.011], [-10.015, 2.936, -3.079], [-11.105, 2.014, -3.553], [-10.653, 0.605, -3.735], [-11.155, -0.410, -3.183], [-8.769, 2.958, -3.643], [-7.778, 3.821, -3.163], [-6.543, 3.802, -3.736], [-3.756, 1.307, -3.611], [-2.810, 2.360, -2.630], [-4.570, 2.432, -2.531], [-2.670, 3.539, -4.558], [-3.607, 5.007, -3.066], [-5.189, 6.168, -1.844], [-9.563, 5.334, -0.722], [-11.265, 3.779, -1.569], [-11.866, 1.981, -2.785], [-11.524, 2.397, -4.475], [-9.811, 0.421, -4.386], [-11.943, -0.151, -2.590], [-8.503, 2.335, -4.474], [2.171, 2.005, -0.797], [1.700, 2.590, -1.894], [0.427, 3.350, -1.872], [-0.012, 3.868, -2.877], [-0.303, 3.441, -0.580], [0.167, 2.855, 0.517], [1.442, 2.095, 0.492], [1.868, 1.556, 1.497], [3.090, 1.433, -0.795], [2.208, 2.534, -2.847], [-1.230, 4.000, -0.591], [-0.347, 2.900, 1.469], [0.730, -3.438, -0.407], [0.001, -4.062, 0.513], [-0.566, -3.333, 1.673], [-1.229, -3.905, 2.514], [-0.301, -1.877, 1.765], [0.423, -1.252, 0.845], [0.999, -1.983, -0.310], [1.658, -1.398, -1.145], [1.154, -3.949, -1.262], [-0.218, -5.119, 0.464], [-0.729, -1.365, 2.619], [0.636, -0.197, 0.885], [-1.701, -9.562, 0.025], [-1.731, -8.435, -0.680], [-2.286, -7.183, -0.105], [-2.312, -6.153, -0.744], [-2.800, -7.233, 1.287], [-2.769, -8.360, 1.992], [-2.218, -9.614, 1.418], [-2.187, -10.641, 2.059], [-1.304, -10.488, -0.371], [-1.361, -8.372, -1.695], [-3.189, -6.304, 1.686], [-3.136, -8.422, 3.009], [1.859, -4.180, 4.962], [2.013, -4.005, 6.271], [2.785, -2.855, 6.810], [2.925, -2.698, 8.002], [3.377, -1.907, 5.831], [3.221, -2.083, 4.522], [2.451, -3.234, 3.983], [2.302, -3.407, 2.790], [1.299, -5.008, 4.546], [1.590, -4.680, 7.003], [3.938, -1.078, 6.244], [3.641, -1.406, 3.791], [0.299, -0.422, -7.146], [-0.427, -0.962, -6.171], [-0.995, -0.127, -5.083], [-1.658, -0.615, -4.192], [-0.722, 1.330, -5.125], [0.004, 1.873, -6.097], [0.572, 1.039, -7.187], [1.235, 1.528, -8.075], [0.724, -1.009, -7.950], [-0.640, -2.022, -6.120], [-1.140, 1.918, -4.319], [0.215, 2.934, -6.142], [7.985, -0.536, 2.899], [8.118, 0.027, 1.702], [7.028, 0.842, 1.112], [7.136, 1.355, 0.019], [5.787, 1.010, 1.912], [5.656, 0.450, 3.108], [6.746, -0.367, 3.695], [6.628, -0.875, 4.791], [8.766, -1.132, 3.350], [9.017, -0.075, 1.109], [5.006, 1.605, 1.470], [4.761, 0.566, 3.707], [11.693, 2.819, 4.765], [11.909, 3.406, 5.938], [11.206, 2.954, 7.168], [11.402, 3.491, 8.235], [10.254, 1.821, 7.036], [10.038, 1.234, 5.863], [10.742, 1.686, 4.635], [10.544, 1.150, 3.566], [12.191, 3.130, 3.856], [12.598, 4.232, 6.059], [9.753, 1.510, 7.944], [9.346, 0.408, 5.745]], "forces_ev_per_a": [[0.3, 0.0, -0.2], [0.0, 0.0, 0.0], [-0.1, 0.0, 0.0], [-0.3, -0.3, -0.3], [0.2, 0.2, 0.0], [0.0, -0.1, -0.2], [-0.1, 0.2, 0.2], [-0.3, 0.1, 0.3], [0.5, 0.2, -0.1], [-0.5, 0.0, 0.2], [0.2, 0.1, 0.1], [0.2, 0.0, -0.2], [0.2, 0.0, 0.4], [0.1, -0.4, 0.0], [-0.1, -0.3, 0.0], [-0.2, -0.1, -0.1], [0.3, 0.1, 0.0], [-0.2, -0.3, -0.2], [-0.1, -0.4, -0.1], [0.2, 0.1, 0.3], [-0.3, -0.1, 0.2], [0.3, 0.1, -0.2], [0.3, 0.3, 0.1], [0.2, 0.2, 0.2], [0.0, 0.2, 0.2], [-0.3, 0.1, 0.2], [-0.5, 0.2, 0.0], [-0.2, 0.1, -0.3], [0.3, 0.1, -0.3], [-0.1, 0.0, 0.1], [0.1, -0.3, -0.3], [0.0, 0.0, 0.0], [0.0, 0.0, 0.0], [0.0, -0.1, 0.0], [-0.2, 0.0, -0.1], [0.0, 0.0, 0.0], [0.0, 0.0, 0.0], [0.2, 0.0, 0.1], [0.0, 0.2, -0.1], [0.0, 0.0, 0.0], [0.0, 0.0, 0.0], [0.0, 0.0, 0.0], [0.0, 0.0, 0.0], [0.0, 0.0, 0.0], [0.0, 0.0, 0.0], [0.0, 0.0, 0.0], [0.0, -0.1, 0.0], [-0.1, 0.0, 0.1], [0.0, -0.1, -0.1], [0.0, 0.0, 0.0], [0.0, 0.0, 0.0], [0.0, 0.0, 0.0], [0.0, 0.0, 0.0], [0.0, 0.0, 0.0], [0.0, -0.1, 0.1], [0.0, 0.0, 0.0], [0.0, 0.0, 0.0], [0.0, 0.0, 0.1], [0.0, 0.0, -0.1], [0.0, 0.0, 0.0], [0.0, 0.0, 0.0], [0.0, 0.0, 0.0], [0.0, 0.0, 0.0], [0.0, 0.0, 0.0], [0.0, 0.0, 0.0], [0.0, 0.0, 0.0], [0.0, 0.0, 0.0], [0.0, 0.0, 0.0], [0.0, 0.0, 0.0], [0.0, 0.0, 0.0], [0.0, 0.0, 0.0], [0.0, 0.0, 0.0], [-0.1, -0.1, -0.1], [-0.1, -0.1, 0.0], [0.1, 0.1, 0.0], [0.0, 0.0, 0.0], [0.0, 0.0, 0.0], [0.0, 0.0, 0.0], [0.0, 0.0, -0.1], [0.0, 0.0, 0.0], [0.0, 0.0, 0.0], [0.0, 0.0, 0.0], [0.0, 0.0, 0.0], [0.0, 0.0, 0.0], [0.0, 0.0, 0.0], [0.0, 0.0, 0.0], [0.0, 0.0, 0.0], [0.0, 0.0, 0.0], [0.0, 0.0, 0.0], [0.0, 0.0, 0.0], [0.0, 0.0, 0.0], [-0.1, 0.0, -0.1], [0.0, 0.0, 0.0], [0.0, 0.0, -0.1], [0.0, 0.0, 0.0], [0.1, -0.1, 0.0], [0.0, 0.0, 0.0], [0.1, 0.0, -0.1], [0.0, 0.0, 0.1], [0.0, 0.0, 0.0], [0.0, 0.0, 0.0], [-0.1, 0.1, -0.1], [0.0, 0.0, 0.0], [0.0, 0.0, 0.0], [0.0, 0.0, 0.0], [0.0, 0.0, 0.0], [0.0, 0.0, 0.0], [0.0, 0.0, 0.0], [0.0, 0.0, 0.0], [0.0, 0.0, 0.0], [0.1, 0.0, 0.0], [0.0, 0.0, 0.0], [0.0, 0.0, 0.0], [0.0, 0.0, 0.0], [0.0, 0.0, 0.0]], "smiles": "[H]/N=C\\Cc1ccc2ncc([C@H](Br)[C@@H](C)Br)nc2c1.O=C1C=CC(=O)C=C1.O=C1C=CC(=O)C=C1.O=C1C=CC(=O)C=C1.O=C1C=CC(=O)C=C1.O=C1C=CC(=O)C=C1.O=C1C=CC(=O)C=C1.O=C1C=CC(=O)C=C1", "e_homo_ev": -9.36, "e_tot_ha": -8485.86759}